{"formula": "C5H10N2O", "method": "wB97M-V/def2-TZVPD", "smiles": "N/C=C/C[C@H](N)C=O", "homo_energy_ev": -7.81, "energy_ev": -10372.1925, "relative_energy_kcal_mol": 71.8, "symbols": ["N", "C", "C", "C", "C", "N", "C", "O", "H", "H", "H", "H", "H", "H", "H", "H", "H", "H"], "xyz": [[2.41263, 1.91762, -0.63079], [1.72107, 1.05350, 0.18487], [0.35989, 1.01970, 0.13571], [-0.57904, 0.10873, 0.86807], [-1.28822, -0.85653, -0.11853], [-2.05702, -1.80179, 0.59269], [-0.22745, -1.55278, -1.11106], [-0.24848, -1.04515, -2.22985], [3.33109, 2.13971, -0.50898], [2.03063, 2.01593, -1.52131], [2.34630, 0.45312, 0.82002], [-0.01644, 1.82663, -0.35704], [-0.26048, -0.23830, 1.83186], [-1.37191, 0.97955, 1.15671], [-1.85104, -0.09997, -0.71273], [-3.00954, -1.54604, 0.90628], [-1.68483, -2.01092, 1.59631], [0.39286, -2.36302, -0.90221]], "atomic_forces_ev_per_a": [[-1.99, -0.37, 0.50], [-1.59, -0.07, 0.04], [3.65, -1.96, 2.09], [-1.76, 3.78, -0.76], [1.94, 0.97, 0.82], [-1.48, -2.08, 3.59], [-3.64, 4.34, -1.93], [0.82, -1.30, 1.18], [2.59, 0.36, 0.37], [-0.34, 0.47, -1.45], [-0.05, -0.44, 0.37], [-1.48, 1.85, -1.71], [0.57, -0.81, 0.19], [1.02, -2.43, -0.24], [0.07, -1.40, -0.20], [0.60, 0.30, -1.21], [-0.06, 0.44, -2.55], [1.15, -1.65, 0.89]], "mulliken_charge": [-0.459, -0.048, -0.673, -0.893, 0.364, -0.704, -0.213, -0.491, 0.181, 0.174, 0.365, 0.430, 0.513, 0.169, 0.256, 0.303, 0.291, 0.437]}